Record 1
A structure of composition C39H86BrFNO16PS2, computed with wB97M-V/def2-TZVPD.

The value obtained for the total energy is -179797.897 eV. For the energy above the lowest of the compared OMol25 structures with the same formula, charge and spin, the calculation gives 0.00 kcal/mol. For the HOMO-LUMO gap, the calculation gives 9.20 eV.

Geometry as XYZ:
```
147
C39H86BrFNO16PS2 | the OMol25 dataset | wB97M-V/def2-TZVPD
C 1.844 -2.614 2.828
C 1.739 -1.427 1.851
C 2.622 -1.694 0.642
C 2.608 -0.619 -0.461
C 1.899 -1.123 -1.728
C 2.368 -2.453 -2.338
C 1.176 -3.311 -2.757
C 1.597 -4.547 -3.532
O 2.472 -5.344 -2.752
C 3.768 -5.536 -3.274
O 1.807 0.519 0.067
S 1.420 1.805 -0.749
O 0.314 1.515 -1.610
O 1.297 2.837 0.241
C 2.882 2.205 -1.760
C 2.411 2.451 -3.221
C 1.509 3.668 -3.490
C 2.214 4.942 -3.961
F 2.018 5.970 -3.026
P 3.657 3.778 -1.117
N 4.894 4.288 -1.905
C 3.978 1.102 -1.781
C 3.982 0.048 -0.676
S 4.696 0.679 0.889
Br 5.305 -1.290 -1.223
H 0.937 -3.220 2.856
H 2.069 -2.269 3.840
H 2.663 -3.279 2.539
H 2.090 -0.530 2.366
H 0.707 -1.277 1.536
H 2.306 -2.641 0.199
H 3.653 -1.824 0.982
H 0.847 -1.212 -1.432
H 1.920 -0.353 -2.502
H 3.006 -2.261 -3.208
H 2.984 -3.021 -1.639
H 0.619 -3.619 -1.864
H 0.491 -2.719 -3.377
H 2.091 -4.254 -4.469
H 0.720 -5.149 -3.795
H 4.122 -4.647 -3.812
H 3.807 -6.393 -3.960
H 4.439 -5.727 -2.435
H 1.881 1.547 -3.534
H 3.321 2.504 -3.830
H 0.765 3.364 -4.229
H 0.931 3.934 -2.600
H 3.294 4.811 -4.056
H 1.809 5.309 -4.906
H 3.876 3.485 0.237
H 2.576 4.662 -1.037
H 5.238 3.762 -2.695
H 4.953 1.595 -1.744
H 3.919 0.598 -2.749
H 3.604 1.369 1.254
C -2.339 1.176 0.409
O -3.161 0.088 0.028
C -2.561 -0.770 -0.923
C -2.625 -2.221 -0.498
O -1.864 -2.516 0.665
C -2.464 -2.183 1.910
C -3.518 -3.167 2.371
O -4.675 -3.121 1.561
C -5.195 -4.378 1.187
H -2.430 2.014 -0.290
H -2.644 1.508 1.401
H -1.289 0.872 0.437
H -1.515 -0.481 -1.078
H -3.074 -0.681 -1.889
H -2.166 -2.803 -1.303
H -3.659 -2.546 -0.381
H -2.861 -1.167 1.915
H -1.657 -2.243 2.640
H -3.780 -2.905 3.406
H -3.094 -4.177 2.381
H -4.406 -5.110 0.992
H -5.776 -4.234 0.275
H -5.855 -4.784 1.961
C 2.113 4.335 5.434
O 1.248 3.390 6.018
C 0.635 2.495 5.115
C 0.651 1.067 5.612
O 1.926 0.450 5.666
C 2.863 0.877 6.639
C 2.527 0.493 8.064
O 1.419 1.209 8.567
C 0.483 0.440 9.285
H 1.567 5.198 5.037
H 2.794 4.681 6.210
H 2.698 3.893 4.621
H 1.120 2.544 4.132
H -0.419 2.774 4.976
H 0.102 0.489 4.862
H 0.126 0.973 6.565
H 3.075 1.945 6.565
H 3.777 0.331 6.389
H 3.414 0.714 8.675
H 2.348 -0.587 8.117
H 0.324 -0.538 8.817
H -0.459 0.987 9.286
H 0.796 0.280 10.323
C -5.864 -10.778 -0.673
O -5.586 -10.641 0.699
C -4.344 -10.046 1.009
C -4.464 -9.011 2.106
O -5.163 -7.834 1.737
C -6.571 -7.884 1.582
C -7.361 -8.081 2.858
O -7.202 -9.375 3.398
C -7.011 -9.425 4.792
H -5.395 -11.672 -1.099
H -6.945 -10.867 -0.783
H -5.524 -9.905 -1.241
H -3.906 -9.580 0.118
H -3.642 -10.815 1.361
H -3.446 -8.668 2.313
H -4.865 -9.459 3.017
H -6.871 -8.609 0.822
H -6.836 -6.885 1.224
H -8.418 -7.915 2.609
H -7.068 -7.317 3.587
H -6.359 -8.614 5.137
H -6.540 -10.379 5.026
H -7.960 -9.360 5.337
C 2.158 12.433 -7.849
O 1.249 11.606 -7.162
C 0.926 10.392 -7.809
C 0.952 9.216 -6.856
O 2.245 8.870 -6.392
C 2.816 9.653 -5.353
C 2.282 9.333 -3.974
O 0.935 9.742 -3.818
C 0.082 8.764 -3.267
H 1.660 13.040 -8.613
H 2.614 13.099 -7.118
H 2.947 11.846 -8.331
H 1.616 10.202 -8.639
H -0.089 10.455 -8.226
H 0.623 8.348 -7.434
H 0.250 9.373 -6.035
H 2.741 10.722 -5.560
H 3.872 9.373 -5.347
H 2.911 9.861 -3.245
H 2.385 8.261 -3.783
H 0.310 7.769 -3.660
H -0.940 9.030 -3.538
H 0.155 8.725 -2.174
```

---

Record 2
A cluster of 8 separate species, C39H87N5O19 in total, computed with wB97M-V/def2-TZVPD.

The value obtained for the total energy is -88194.358 eV. For the HOMO-LUMO gap, the calculation gives 8.88 eV. The SMILES is COCCNCCOC.COCCNCCOC.COCCNCCOC.COCCNCCOC.COCCNCCOC.O=C1OCCO1.O=C1OCCO1.O=C1OCCO1.

Geometry as XYZ:
```
150
C39H87N5O19 | the OMol25 dataset | wB97M-V/def2-TZVPD
C -7.505 -0.325 -8.591
O -6.571 0.662 -8.892
C -5.627 1.072 -7.816
C -6.327 1.897 -6.737
N -6.698 3.214 -7.223
C -7.573 3.934 -6.227
C -7.834 5.385 -6.628
O -8.869 5.263 -7.595
C -9.371 6.614 -7.826
H -6.934 -1.177 -8.223
H -8.046 -0.540 -9.513
H -8.134 -0.041 -7.747
H -4.918 1.736 -8.310
H -5.096 0.223 -7.385
H -5.616 1.992 -5.917
H -7.212 1.471 -6.265
H -7.165 3.192 -8.118
H -6.943 3.962 -5.338
H -8.494 3.377 -6.051
H -6.895 5.792 -7.005
H -8.088 5.962 -5.739
H -9.838 6.941 -6.897
H -10.152 6.605 -8.587
H -8.707 7.454 -8.027
C 16.805 -4.798 -2.623
O 16.170 -4.275 -1.480
C 15.861 -2.897 -1.390
C 15.126 -2.573 -0.091
N 13.962 -3.424 0.056
C 12.938 -2.770 -0.727
C 11.631 -3.637 -0.615
O 10.630 -3.233 -1.556
C 10.099 -1.945 -1.388
H 17.653 -4.154 -2.859
H 16.212 -4.865 -3.536
H 17.232 -5.786 -2.453
H 15.332 -2.621 -2.302
H 16.765 -2.299 -1.502
H 14.812 -1.537 0.033
H 15.791 -2.803 0.742
H 14.170 -4.299 -0.403
H 13.157 -2.587 -1.779
H 12.837 -1.751 -0.354
H 11.211 -3.735 0.386
H 11.866 -4.675 -0.848
H 10.832 -1.140 -1.334
H 9.557 -2.036 -0.446
H 9.387 -1.728 -2.184
C -5.657 -6.434 -1.424
O -6.703 -7.309 -1.118
C -6.778 -7.900 0.231
C -6.829 -6.807 1.348
N -5.914 -7.045 2.468
C -4.571 -6.676 2.078
C -3.753 -7.431 3.172
O -2.455 -6.841 3.209
C -1.778 -7.196 4.417
H -5.448 -6.446 -2.493
H -4.685 -6.711 -1.015
H -5.947 -5.389 -1.313
H -5.965 -8.617 0.340
H -7.677 -8.518 0.232
H -7.861 -6.871 1.692
H -6.682 -5.837 0.874
H -6.295 -6.435 3.177
H -4.506 -5.591 1.995
H -4.288 -7.132 1.129
H -3.756 -8.516 3.062
H -4.243 -7.270 4.132
H -0.697 -7.286 4.313
H -2.080 -8.107 4.935
H -1.983 -6.426 5.161
C -10.240 3.888 2.159
O -9.839 4.837 3.124
C -9.314 6.038 2.587
C -9.844 7.159 3.412
N -9.354 7.275 4.812
C -9.465 8.662 5.180
C -9.579 8.929 6.719
O -10.790 8.257 7.228
C -10.879 8.217 8.629
H -10.479 2.980 2.712
H -9.433 3.648 1.467
H -11.099 4.091 1.519
H -9.729 6.243 1.600
H -8.227 6.072 2.521
H -10.918 7.156 3.228
H -9.564 8.060 2.867
H -9.935 6.640 5.340
H -10.443 9.072 4.929
H -8.612 9.133 4.691
H -9.654 9.991 6.951
H -8.632 8.686 7.201
H -9.955 7.827 9.056
H -11.785 7.645 8.829
H -11.099 9.229 8.971
C 7.058 -2.205 7.197
O 7.155 -1.095 6.254
C 5.850 -0.706 5.765
C 5.889 0.861 5.539
N 6.709 1.193 4.419
C 6.914 2.652 4.230
C 8.097 3.030 3.303
O 9.214 2.295 3.771
C 10.541 2.841 3.585
H 6.389 -2.928 6.729
H 6.639 -1.924 8.163
H 8.054 -2.636 7.299
H 5.034 -0.892 6.463
H 5.593 -1.202 4.829
H 6.204 1.370 6.450
H 4.903 1.297 5.381
H 7.593 0.765 4.655
H 7.071 3.290 5.100
H 5.994 2.996 3.758
H 8.220 4.112 3.349
H 7.943 2.749 2.261
H 11.150 2.119 4.130
H 10.591 3.794 4.112
H 10.857 3.004 2.555
O -3.012 -0.587 -0.903
C -1.892 -0.344 -0.398
O -1.661 0.440 0.607
C -0.314 0.297 0.914
C 0.380 -0.309 -0.330
O -0.815 -0.783 -0.970
H 0.182 1.260 1.033
H -0.139 -0.153 1.891
H 1.001 -1.145 -0.008
H 0.955 0.387 -0.941
O 2.265 4.414 -5.505
C 1.385 5.070 -6.082
O 0.524 4.571 -7.060
C -0.247 5.557 -7.562
C 0.072 6.778 -6.718
O 1.242 6.431 -6.062
H -0.114 5.664 -8.638
H -1.278 5.234 -7.417
H -0.761 7.017 -6.057
H 0.279 7.620 -7.379
O 1.109 -9.106 -2.357
C 1.781 -8.695 -1.393
O 2.085 -9.441 -0.322
C 3.023 -8.719 0.480
C 3.042 -7.345 -0.092
O 2.387 -7.476 -1.380
H 2.398 -8.726 1.373
H 4.047 -9.085 0.557
H 4.052 -6.935 -0.071
H 2.361 -6.710 0.474
```

---

| no. | strongest force on any atom (eV Å⁻¹) |
| --- | --- |
| 1 | 0.5 |
| 2 | 7.1 |